The following is a quantum chemistry calculation of 12 unconnected molecules or ions with the total composition C40H88N8O12 at a distorted geometry, from the Open Molecules 2025 dataset.

Geometry as XYZ:
```
148
Properties=species:S:1:pos:R:3:forces:R:3
O 2.510 1.704 4.650 0.3 -1.0 -0.8
O 0.813 -0.748 0.908 -0.3 0.1 0.8
O 1.926 -0.198 -3.670 0.0 0.4 -0.2
O 5.636 -0.947 0.032 0.9 -0.1 0.4
O -3.231 -4.761 1.644 0.8 -1.7 1.2
O 0.845 3.447 2.525 -0.8 -0.5 -1.3
O -2.217 1.042 -3.794 0.6 -0.4 0.8
O -1.325 -4.602 -2.008 0.6 0.1 0.6
O -3.221 0.421 4.606 0.1 -0.2 -0.2
O 1.304 3.194 -1.376 1.1 -0.5 -0.5
O 4.177 -4.767 -3.913 0.2 -1.8 1.1
O -4.677 1.029 -0.266 -0.7 -0.5 1.4
N -0.392 -5.410 -0.079 0.4 -1.0 -0.1
N -0.855 3.783 -1.599 0.2 0.5 -2.1
N -2.217 -1.186 -4.066 -0.2 -0.8 -0.2
N 2.720 4.361 3.460 -0.1 0.3 0.4
N 1.891 -0.489 4.302 1.0 0.8 -0.1
N 2.916 1.868 -4.193 -1.6 -1.7 0.8
N -4.796 2.873 -1.701 1.7 -2.7 2.3
N -3.736 2.507 3.844 -0.3 -1.5 -0.2
C -2.876 1.480 4.121 -1.2 0.5 0.7
C -4.313 1.567 -1.262 0.1 2.6 -1.6
C -1.613 -0.038 -3.717 -0.8 0.6 -1.4
C 5.506 1.091 1.126 1.0 1.1 0.7
C 2.602 1.737 -5.610 1.3 0.8 -0.5
C 3.440 3.142 -3.718 -0.1 -0.4 1.4
C -0.727 3.853 -3.076 1.8 0.4 0.9
C 2.570 -3.574 -2.745 0.7 0.9 -1.5
C -5.855 3.441 -0.940 -1.0 -1.2 0.2
C -1.012 -5.515 -1.239 -1.2 1.6 -1.9
C 3.613 -5.816 -2.972 0.2 1.4 -2.0
C 0.302 -0.826 -0.416 0.1 3.3 -0.7
C -3.135 -2.887 3.058 -1.2 -0.6 0.4
C 0.083 -4.164 0.462 1.6 -1.2 0.9
C -0.261 -6.615 0.718 -0.5 1.6 0.7
C 4.305 -0.552 -0.097 -1.2 -0.5 1.4
C 3.557 4.151 2.287 0.0 0.0 0.8
C -3.658 -1.212 -4.318 0.9 1.0 1.0
C -3.613 -3.667 0.858 -0.1 0.0 -0.3
C -1.471 -2.373 -4.494 -0.4 0.2 0.4
C -4.102 -2.640 1.892 -0.1 1.0 -0.9
C 0.230 3.450 -0.889 -0.7 0.2 1.3
C 1.433 3.938 3.445 0.7 1.1 2.8
C 2.638 0.625 4.073 -1.6 -0.4 1.7
C 4.238 0.936 0.317 -0.2 -0.7 -1.4
C 0.762 -0.463 5.196 -0.3 -0.3 -1.1
C -5.173 2.307 4.101 1.1 0.0 0.0
C -3.341 3.613 3.020 -0.7 0.5 -0.9
C -2.915 -4.403 3.022 -1.0 -0.2 -0.7
C 3.397 4.531 4.724 1.2 -0.9 -0.3
C 6.120 -0.284 1.212 0.0 0.0 -1.9
C -1.153 0.574 1.031 0.4 0.6 -1.5
C 2.435 0.855 -3.343 1.4 2.0 0.5
C -1.049 -0.062 -0.387 -0.4 0.2 0.6
C -4.627 3.342 -3.010 0.8 -0.4 -2.0
C -1.999 4.497 -1.094 0.9 -0.1 0.9
C 2.391 -5.061 -2.415 -0.2 0.1 2.4
C 2.272 -1.705 3.570 -2.6 -0.2 0.9
C 4.048 -3.505 -3.268 -1.5 -2.1 1.7
C 0.265 0.465 1.525 0.1 -0.9 -0.3
H 0.910 -0.254 -1.197 0.0 -0.7 1.2
H -1.864 0.029 1.604 -0.3 -0.8 0.8
H -3.996 -2.231 -4.145 -0.3 0.2 0.4
H -0.309 -4.056 1.469 -0.4 0.4 0.1
H -3.565 -5.053 3.673 0.4 0.9 -0.5
H -1.705 3.655 -3.439 -0.6 0.1 -0.8
H -3.792 2.847 -3.549 -0.4 -0.1 0.5
H 4.315 -2.809 -4.017 0.1 1.2 -0.4
H 4.003 -0.670 -1.137 -0.3 -0.5 0.2
H -5.304 1.633 4.968 0.0 0.7 -0.4
H 3.726 -1.184 0.660 0.0 0.6 -1.3
H -5.535 3.100 -3.549 -0.3 0.3 -0.6
H -4.287 -4.096 0.065 0.2 0.8 0.9
H -3.608 -2.563 3.980 0.2 0.1 0.2
H 2.225 -5.147 -1.271 0.6 -0.2 -1.7
H 5.210 1.382 2.127 0.4 0.5 0.3
H -1.882 -4.626 3.283 0.2 -0.3 -0.3
H -2.709 -3.325 0.326 -0.3 0.4 0.0
H -3.503 1.115 -1.849 -0.2 0.5 -0.6
H -1.882 -0.717 -0.506 -0.7 -0.7 -0.3
H -2.185 -2.397 2.962 0.4 0.5 -0.3
H 3.985 3.614 4.832 0.1 0.2 0.5
H 2.385 -2.881 -1.949 0.1 0.1 0.9
H -1.157 0.709 -1.141 0.4 0.1 -0.3
H 2.778 4.629 5.590 -0.9 -0.1 0.2
H -2.032 4.225 -0.053 -0.4 0.2 0.7
H -2.264 3.657 3.055 0.4 0.2 -0.3
H 0.194 -1.314 4.891 -0.8 -0.6 0.1
H -3.695 3.555 1.906 0.5 0.0 1.9
H 3.574 1.628 -6.153 -0.8 0.2 0.1
H 2.065 2.639 -5.993 0.4 -0.7 0.3
H -0.538 -0.107 -3.485 -0.1 -0.1 0.1
H -0.194 -3.398 -0.211 -0.3 0.7 -0.3
H 0.289 -1.829 -0.731 -0.2 -1.1 -0.3
H 2.031 0.842 -5.806 -0.2 -0.1 0.2
H -0.270 4.840 -3.381 -0.8 -0.8 0.2
H 4.234 1.465 -0.634 0.2 0.6 0.2
H -2.861 4.097 -1.574 -0.7 0.1 -0.2
H 2.850 3.960 -4.106 -0.2 0.2 -0.2
H 0.216 0.427 2.610 0.7 -0.4 0.1
H -1.254 -2.359 -5.587 -0.2 0.0 0.6
H -6.049 2.736 -0.140 -0.5 -0.4 0.0
H -1.931 5.597 -1.177 0.1 -0.4 -0.2
H 0.947 1.232 1.200 -0.2 0.9 0.0
H -5.667 4.333 -0.382 0.5 1.1 -0.3
H 4.082 5.373 4.766 0.0 0.3 -0.5
H -3.744 4.530 3.497 0.2 -0.3 -0.6
H 0.073 3.390 0.209 -0.1 0.2 -0.2
H 4.477 3.274 -4.017 0.1 0.0 -0.1
H 2.935 4.579 1.541 0.0 -0.1 -1.5
H 1.881 -3.194 -3.515 0.2 -0.6 -0.1
H -1.335 -6.495 -1.550 0.1 -1.0 0.4
H 6.310 1.768 0.729 -1.3 -0.2 0.2
H -0.519 -7.503 0.183 -0.1 -0.4 -0.4
H 4.482 4.732 2.367 -0.2 0.0 0.1
H -5.146 -2.757 2.228 0.4 -0.4 -0.2
H 0.745 -6.637 1.065 0.9 -0.5 0.5
H 5.884 -0.761 2.127 -0.7 -1.0 0.9
H 1.215 -4.183 0.618 -1.2 0.0 -0.5
H 1.480 -5.408 -2.847 -0.6 -0.4 -0.4
H -4.066 -1.606 1.489 0.2 -0.5 0.3
H 3.296 1.180 0.814 0.2 0.0 0.2
H 0.977 -0.562 6.235 0.5 0.1 0.8
H 0.149 0.411 5.019 0.0 0.4 0.1
H 3.361 -6.692 -3.643 0.3 1.0 0.9
H -0.020 3.083 -3.433 -0.5 0.2 0.3
H -5.692 1.887 3.246 0.0 -0.2 -0.3
H -1.840 1.763 4.034 0.9 0.2 -0.5
H 3.379 3.240 -2.595 0.0 -0.5 -1.2
H -4.415 4.410 -3.095 -0.2 0.1 0.3
H -2.100 -3.267 -4.229 1.1 0.7 -0.1
H -4.080 -0.407 -3.659 -0.1 -1.1 -0.7
H -0.541 -2.287 -3.931 0.1 -0.8 -0.2
H -5.496 3.328 4.223 -0.8 0.1 0.6
H 3.341 0.293 3.344 1.4 0.9 -1.0
H -6.737 3.518 -1.595 0.0 0.3 0.4
H -1.539 1.606 1.061 0.3 -0.2 -0.4
H 7.183 -0.297 1.115 0.8 0.1 0.1
H -3.842 -0.993 -5.348 -0.4 0.4 -0.8
H 2.756 -2.404 4.245 -0.2 -0.4 0.0
H 0.970 4.156 4.484 0.3 -0.4 -1.3
H 4.667 -3.468 -2.345 0.3 0.2 -0.7
H 1.328 -2.114 3.078 1.4 0.2 0.6
H -0.948 -6.460 1.550 0.0 -0.5 0.4
H 4.379 -6.102 -2.230 -0.3 0.2 -0.2
H 2.954 -1.442 2.819 0.9 0.3 -1.2
H 3.825 3.094 2.111 -0.4 0.4 0.0
H 2.646 1.140 -2.264 -0.3 -0.3 -0.9
```
Positions in Å, forces in eV/Å.

Summary:
SMILES: CN(C)C=O.CN(C)C=O.CN(C)C=O.CN(C)C=O.CN(C)C=O.CN(C)C=O.CN(C)C=O.CN(C)C=O.C1CCOC1.C1CCOC1.C1CCOC1.C1CCOC1
F_max: 0.0754 Eh/bohr
LUMO: 0.63 eV
total charge: 0
gap between HOMO and LUMO: 9.65 eV
E: -79394.376 eV